Entry 1:
133
Properties=species:S:1:pos:R:3:forces:R:3 method="wB97M-V/def2-TZVPD" total_charge=+1 spin_multiplicity=5 e_lumo_ev="-1.62 / -4.88" total_energy_ha=-5161.75601 s_squared=6.040 gap_ev="7.84 / 4.74"
Rh -0.436 0.695 0.376 1.019 -0.627 -0.845
C 2.601 1.054 1.448 0.012 0.002 0.046
N 1.716 -0.103 1.272 -0.167 0.082 0.132
C 1.604 -0.823 2.545 0.022 0.025 -0.011
C 2.268 -0.978 0.229 -0.001 -0.076 0.028
C 1.257 -1.990 -0.278 -0.045 0.043 -0.015
N 0.004 -1.353 -0.726 -0.316 0.036 0.027
C -1.182 -2.219 -0.532 0.127 0.004 0.104
C -1.357 -2.774 0.855 0.055 0.109 0.021
C -1.369 -4.108 1.085 -0.028 -0.225 0.155
C -1.573 -4.631 2.392 0.003 0.147 -0.004
C -1.746 -3.731 3.454 0.000 -0.121 -0.133
C -1.727 -2.358 3.311 -0.040 -0.088 -0.046
C -1.535 -1.851 1.962 -0.080 -0.419 -0.035
O -1.507 -0.629 1.707 -0.170 0.580 0.348
C -1.939 -1.491 4.557 0.016 0.065 -0.091
C -3.376 -1.732 5.062 0.040 -0.036 0.003
C -0.928 -1.910 5.644 -0.014 -0.008 -0.067
C -1.770 0.017 4.332 -0.009 0.000 0.028
C -1.571 -6.134 2.590 0.012 -0.044 -0.008
C -0.176 -6.665 2.210 -0.003 -0.009 0.000
C -1.876 -6.537 4.034 -0.008 -0.006 -0.001
C -2.629 -6.765 1.668 -0.027 0.012 0.000
C 0.040 -1.001 -2.174 0.121 -0.059 0.084
C 1.231 -0.199 -2.610 -0.095 -0.190 -0.120
C 2.122 -0.745 -3.518 -0.114 -0.167 0.107
C 3.216 -0.026 -3.985 0.064 0.009 -0.039
C 3.348 1.265 -3.502 0.062 0.156 -0.021
C 2.471 1.876 -2.595 0.127 0.256 -0.112
C 1.392 1.113 -2.123 -0.143 0.093 0.327
O 0.508 1.573 -1.232 -0.085 0.301 -0.207
C 2.762 3.357 -2.253 0.035 -0.060 0.088
C 4.170 3.479 -1.644 -0.028 -0.007 0.057
C 2.710 4.176 -3.554 0.022 -0.012 -0.057
C 1.786 4.026 -1.275 0.058 -0.082 0.006
C 4.182 -0.652 -4.994 0.004 -0.002 0.046
C 5.268 0.331 -5.432 0.040 0.032 -0.011
C 3.405 -1.097 -6.240 -0.029 0.011 -0.036
C 4.864 -1.875 -4.362 0.005 -0.004 0.036
H 3.588 0.748 1.820 -0.003 -0.011 -0.007
H 2.163 1.753 2.162 0.003 -0.025 -0.005
H 2.727 1.555 0.492 -0.036 0.076 -0.065
H 2.577 -1.231 2.848 0.021 0.020 0.007
H 0.896 -1.647 2.471 0.056 0.026 -0.016
H 1.260 -0.141 3.323 -0.011 -0.013 -0.030
H 3.144 -1.519 0.611 0.021 0.013 0.013
H 2.602 -0.353 -0.592 0.048 0.051 -0.036
H 1.024 -2.705 0.511 -0.034 -0.011 0.004
H 1.714 -2.553 -1.099 -0.015 -0.045 -0.018
H -1.151 -3.058 -1.238 0.021 -0.041 -0.014
H -2.052 -1.611 -0.787 -0.067 0.047 -0.044
H -1.222 -4.783 0.248 -0.011 -0.019 0.087
H -1.910 -4.133 4.443 0.028 -0.020 -0.025
H -3.549 -2.780 5.318 0.021 0.062 -0.022
H -4.107 -1.439 4.305 0.022 -0.002 0.025
H -3.553 -1.132 5.957 0.009 -0.022 -0.029
H -1.078 -2.933 5.991 -0.005 0.022 -0.039
H -1.037 -1.252 6.508 -0.003 -0.027 -0.028
H 0.099 -1.822 5.277 -0.065 0.008 0.030
H -2.501 0.410 3.626 0.053 -0.020 0.065
H -0.773 0.268 3.965 -0.104 -0.010 0.039
H -1.914 0.518 5.291 0.006 0.001 0.008
H 0.595 -6.239 2.858 -0.042 -0.021 -0.032
H 0.080 -6.433 1.174 -0.018 -0.025 0.061
H -0.156 -7.751 2.326 0.005 0.042 -0.007
H -1.120 -6.166 4.730 -0.046 -0.019 -0.037
H -1.880 -7.626 4.106 -0.001 0.044 0.008
H -2.859 -6.181 4.356 0.072 -0.033 -0.021
H -2.416 -6.587 0.612 -0.014 -0.014 0.059
H -3.626 -6.373 1.887 0.065 -0.032 -0.006
H -2.646 -7.845 1.824 -0.003 0.029 -0.013
H -0.882 -0.458 -2.383 -0.028 -0.012 0.068
H 0.020 -1.932 -2.754 -0.007 -0.041 -0.008
H 1.955 -1.765 -3.860 -0.017 0.118 0.018
H 4.177 1.859 -3.866 -0.052 -0.030 0.058
H 4.952 3.147 -2.329 -0.023 -0.016 0.003
H 4.252 2.886 -0.728 0.004 0.048 -0.061
H 4.375 4.524 -1.389 -0.009 -0.077 -0.023
H 3.428 3.813 -4.292 -0.043 0.049 0.027
H 2.941 5.226 -3.348 -0.011 -0.060 -0.004
H 1.715 4.128 -4.003 0.049 0.006 0.009
H 1.774 3.546 -0.297 0.034 -0.038 0.017
H 0.768 4.022 -1.657 0.363 0.051 0.265
H 2.102 5.065 -1.137 -0.011 -0.023 -0.022
H 4.839 1.218 -5.907 0.047 -0.063 0.027
H 5.923 -0.153 -6.160 -0.038 0.037 0.045
H 5.889 0.652 -4.590 -0.051 -0.016 -0.067
H 2.873 -0.251 -6.684 0.023 -0.045 0.003
H 2.672 -1.872 -6.005 0.032 0.049 -0.015
H 4.091 -1.502 -6.989 -0.047 0.011 0.050
H 5.446 -1.579 -3.484 -0.028 -0.030 -0.041
H 5.541 -2.349 -5.078 -0.054 0.041 0.049
H 4.131 -2.622 -4.047 0.040 0.033 -0.020
C -6.074 2.582 0.039 -0.128 0.221 -0.036
Si -4.718 1.315 0.056 0.177 -0.107 0.053
C -4.691 0.514 1.740 0.073 -0.074 0.185
C -5.037 0.007 -1.234 -0.027 -0.155 -0.120
As -2.522 2.075 -0.402 -0.246 0.199 0.072
Si -2.082 3.852 1.103 -0.010 -0.153 0.066
C -1.254 5.317 0.327 0.098 0.120 -0.187
C -3.634 4.439 1.941 -0.174 0.058 0.134
C -0.923 3.049 2.356 -0.135 0.013 0.120
Si -2.627 2.849 -2.640 0.106 -0.148 0.059
C -1.292 4.073 -3.016 0.204 0.083 -0.085
C -2.355 1.326 -3.676 0.002 -0.159 -0.094
C -4.299 3.593 -2.964 -0.209 0.104 -0.004
H -7.000 2.069 0.325 0.049 0.069 -0.035
H -6.226 3.031 -0.943 -0.015 -0.015 0.071
H -5.898 3.382 0.762 -0.073 -0.103 -0.071
H -5.640 -0.005 1.916 0.068 0.057 -0.001
H -4.557 1.251 2.539 -0.017 -0.095 -0.072
H -3.878 -0.214 1.808 -0.100 0.052 0.025
H -5.965 -0.528 -1.004 0.076 0.040 -0.047
H -4.221 -0.723 -1.255 -0.092 0.028 -0.015
H -5.133 0.433 -2.237 -0.006 -0.043 0.055
H -1.891 5.775 -0.433 0.040 0.025 0.065
H -0.293 5.070 -0.127 -0.094 0.041 0.050
H -1.085 6.060 1.114 0.015 -0.023 -0.049
H -4.336 4.833 1.200 0.053 0.022 0.101
H -3.395 5.249 2.640 -0.033 -0.099 -0.053
H -4.136 3.643 2.501 0.035 0.099 -0.054
H -0.337 2.250 1.880 0.190 0.156 0.188
H -1.489 2.582 3.168 0.069 0.031 -0.057
H -0.205 3.752 2.787 -0.074 0.006 -0.008
H -0.311 3.619 -2.843 -0.400 0.017 -0.234
H -1.362 4.989 -2.427 0.031 -0.054 -0.092
H -1.362 4.342 -4.076 0.003 -0.005 0.074
H -1.287 1.088 -3.707 -0.099 0.047 -0.046
H -2.700 1.486 -4.703 0.045 -0.007 0.064
H -2.891 0.463 -3.270 0.019 0.027 -0.087
H -4.550 4.353 -2.218 -0.009 -0.033 -0.085
H -5.086 2.835 -2.960 0.008 0.063 -0.008
H -4.298 4.071 -3.949 -0.013 -0.049 0.080

***

Entry 2:
147
Properties=species:S:1:pos:R:3:forces:R:3 method="wB97M-V/def2-TZVPD" total_charge=+1 e_lumo_ev=-3.26 total_energy_ha=-6217.06918 relative_energy_ev=0.000 gap_ev=8.11
C -2.334 7.815 4.474 -0.296 0.061 0.144
C -2.872 6.797 3.475 0.043 -0.073 0.020
O -2.143 6.810 2.232 -0.207 0.404 0.056
C -0.824 6.513 2.318 0.194 -0.026 -0.220
O 0.011 7.278 1.936 -0.006 -0.034 -0.096
C -0.499 5.141 2.859 -0.056 -0.190 0.267
C -1.520 4.039 2.497 0.343 0.223 0.158
C -0.866 2.915 1.691 0.016 0.151 0.071
C -1.734 2.028 0.750 0.070 -0.036 0.116
C -2.679 2.945 -0.049 0.045 0.353 -0.093
C -2.027 4.130 -0.778 -0.397 0.163 -0.052
C -3.099 4.959 -1.516 0.048 -0.311 -0.108
C -2.676 5.424 -2.896 0.193 0.181 0.001
O -1.875 6.587 -2.778 0.008 0.002 0.117
C -0.709 6.601 -3.569 0.023 0.060 -0.123
C -0.767 1.428 -0.267 0.026 -0.098 -0.195
C 0.314 0.548 0.302 0.288 0.404 -0.054
C 1.201 -0.088 -0.760 0.098 -0.140 -0.029
C 2.067 0.906 -1.546 0.156 -0.045 0.024
C 2.681 2.039 -0.748 0.024 0.005 0.152
I 1.085 1.674 -3.301 -0.042 0.114 0.002
N -0.236 -0.488 1.297 -0.173 -0.293 0.061
S -0.588 -2.088 0.541 -0.114 0.120 -0.460
C -1.397 0.018 2.189 -0.012 -0.156 0.195
Br -1.971 -1.511 3.228 -0.239 -0.025 0.262
C -2.488 0.821 1.465 -0.121 0.244 0.050
C -3.247 -0.037 0.431 -0.043 -0.276 -0.160
C -4.302 -1.049 0.924 0.045 -0.051 -0.058
C -3.452 1.316 2.570 -0.296 -0.112 -0.010
C -4.817 1.878 2.113 -0.046 0.113 0.122
C -5.169 3.249 2.720 -0.321 -0.263 0.164
C -6.083 4.113 1.850 0.129 -0.298 -0.043
C -7.320 3.383 1.352 -0.083 0.167 0.062
O -8.150 4.258 0.616 -0.233 -0.165 0.034
C -8.007 4.186 -0.784 0.076 0.132 0.014
H -1.796 7.343 5.294 0.184 0.011 -0.071
H -3.163 8.365 4.919 0.013 0.011 0.029
H -1.695 8.544 3.981 0.068 -0.005 -0.044
H -3.896 7.025 3.195 -0.006 -0.034 -0.099
H -2.849 5.792 3.902 -0.106 -0.060 -0.006
H -0.432 5.248 3.945 0.059 -0.012 0.028
H 0.507 4.909 2.515 0.058 -0.030 -0.001
H -2.318 4.510 1.933 -0.179 -0.104 0.007
H -1.937 3.666 3.428 -0.165 -0.094 -0.039
H -0.141 3.404 1.035 0.009 0.002 -0.064
H -0.247 2.338 2.381 -0.015 -0.101 -0.020
H -3.191 2.376 -0.826 -0.105 -0.110 0.089
H -3.439 3.376 0.598 -0.127 -0.134 0.092
H -1.313 3.780 -1.524 0.231 0.018 0.088
H -1.534 4.792 -0.069 0.332 -0.049 -0.090
H -4.002 4.353 -1.644 -0.082 0.031 0.101
H -3.350 5.842 -0.930 -0.209 0.002 0.029
H -2.115 4.635 -3.408 -0.013 -0.101 -0.014
H -3.553 5.650 -3.509 -0.035 0.065 -0.015
H -0.891 6.200 -4.570 -0.015 -0.030 -0.032
H 0.101 6.037 -3.097 0.011 -0.103 -0.005
H -0.388 7.635 -3.677 -0.025 0.028 0.073
H -1.292 0.932 -1.084 -0.032 -0.087 0.013
H -0.227 2.253 -0.727 -0.022 -0.027 -0.151
H 0.973 1.171 0.910 -0.152 -0.059 0.283
H 1.899 -0.785 -0.284 0.006 0.018 0.128
H 0.613 -0.685 -1.453 -0.033 0.027 -0.031
H 2.878 0.324 -1.977 -0.053 -0.016 -0.107
H 3.382 2.598 -1.361 0.024 0.036 -0.028
H 1.946 2.745 -0.363 -0.058 0.036 -0.048
H 3.236 1.634 0.104 0.028 -0.031 0.019
H 0.525 -0.664 1.955 0.013 -0.216 0.111
H 0.365 -2.759 1.195 0.119 0.040 0.188
H -0.967 0.616 2.986 0.374 0.196 -0.332
H -2.532 -0.575 -0.195 0.015 0.041 -0.051
H -3.753 0.631 -0.259 0.083 0.121 0.003
H -5.249 -0.877 0.418 -0.041 0.021 -0.003
H -4.002 -2.070 0.694 0.041 -0.041 0.051
H -4.492 -1.010 1.990 -0.032 0.064 0.059
H -3.669 0.478 3.230 0.106 0.000 0.046
H -2.944 2.044 3.194 0.098 0.066 0.010
H -4.894 1.929 1.031 0.110 0.004 -0.122
H -5.593 1.179 2.426 -0.024 -0.083 -0.147
H -5.688 3.071 3.666 0.115 0.027 0.092
H -4.264 3.796 2.973 0.086 0.147 -0.064
H -5.525 4.487 0.987 -0.015 0.142 -0.023
H -6.443 4.956 2.439 0.144 0.201 -0.104
H -7.065 2.509 0.745 0.041 -0.051 -0.056
H -7.908 3.026 2.202 -0.001 -0.001 0.029
H -8.895 4.628 -1.229 -0.032 0.028 0.015
H -7.136 4.750 -1.134 0.091 -0.040 -0.011
H -7.926 3.150 -1.123 0.000 -0.068 -0.029
C 2.073 -2.337 -5.701 0.019 0.012 -0.167
C 0.791 -1.539 -5.809 0.067 -0.058 0.285
O 0.613 -0.982 -7.120 0.007 0.044 0.001
C 0.167 -1.840 -8.037 0.082 0.086 0.045
O -0.136 -2.986 -7.831 -0.087 -0.232 -0.039
O 0.113 -1.215 -9.205 -0.017 0.039 -0.056
C -0.310 -2.033 -10.302 -0.030 0.021 -0.087
H 2.925 -1.727 -6.002 0.008 0.022 0.054
H 2.225 -2.665 -4.672 -0.009 0.000 0.011
H 2.046 -3.221 -6.337 -0.022 -0.032 0.033
H 0.820 -0.676 -5.146 -0.025 -0.006 -0.109
H -0.077 -2.147 -5.551 -0.013 -0.020 -0.079
H -1.254 -2.523 -10.077 0.001 -0.024 0.029
H 0.449 -2.780 -10.529 -0.009 -0.035 0.032
H -0.430 -1.359 -11.143 0.022 0.027 0.009
C 4.768 -2.259 4.340 -0.083 0.042 0.199
C 3.840 -3.202 3.612 0.231 -0.006 -0.181
O 2.844 -3.760 4.491 0.004 0.068 0.013
C 1.812 -2.983 4.777 -0.130 -0.444 0.023
O 1.589 -1.889 4.310 -0.043 0.307 -0.263
O 1.027 -3.632 5.632 0.237 0.140 0.125
C -0.055 -2.859 6.165 -0.024 0.036 -0.044
H 5.216 -2.761 5.197 0.095 -0.022 -0.058
H 5.570 -1.939 3.676 0.027 -0.031 -0.014
H 4.238 -1.376 4.696 -0.034 0.009 -0.048
H 4.385 -4.065 3.237 -0.033 -0.047 0.048
H 3.348 -2.715 2.769 -0.071 0.024 0.034
H -0.507 -2.293 5.361 -0.206 0.022 0.083
H 0.304 -2.167 6.926 0.104 -0.040 0.023
H -0.746 -3.568 6.609 -0.002 -0.018 -0.051
C 10.694 -5.196 5.061 -0.087 0.009 0.138
C 9.717 -6.074 4.312 0.188 0.030 -0.181
O 8.702 -6.608 5.181 0.012 -0.026 0.030
C 7.714 -5.778 5.488 0.015 -0.124 0.016
O 7.572 -4.653 5.078 -0.100 0.189 -0.062
O 6.890 -6.406 6.324 -0.049 -0.024 0.036
C 5.779 -5.627 6.772 -0.054 -0.030 0.040
H 11.123 -5.739 5.903 0.044 -0.022 -0.033
H 11.501 -4.888 4.398 0.010 -0.011 -0.017
H 10.202 -4.302 5.443 -0.012 0.016 -0.038
H 10.215 -6.951 3.907 -0.033 -0.050 0.044
H 9.243 -5.538 3.490 -0.053 0.038 0.045
H 5.226 -5.217 5.929 0.007 0.013 -0.017
H 6.118 -4.820 7.419 0.010 0.038 -0.032
H 5.148 -6.310 7.332 0.020 -0.021 0.010
C 0.580 -6.356 -8.471 0.117 -0.092 -0.057
C 0.309 -6.484 -6.991 -0.217 0.233 -0.046
O 0.984 -7.615 -6.411 0.007 -0.033 -0.014
C 2.271 -7.427 -6.140 -0.074 -0.066 0.009
O 2.887 -6.402 -6.278 0.090 0.129 -0.006
O 2.768 -8.571 -5.671 0.034 -0.061 0.028
C 4.167 -8.537 -5.380 0.040 -0.065 0.047
H 0.325 -7.279 -8.993 -0.061 0.005 0.023
H -0.017 -5.541 -8.877 0.001 0.021 0.014
H 1.631 -6.139 -8.659 0.005 0.046 0.033
H -0.747 -6.670 -6.807 0.011 -0.089 0.030
H 0.594 -5.579 -6.456 0.061 -0.003 -0.021
H 4.405 -7.707 -4.719 -0.001 0.036 -0.016
H 4.744 -8.450 -6.299 0.003 0.051 -0.008
H 4.389 -9.481 -4.891 -0.025 -0.021 -0.013